No. 1
Computed, not measured: an isolated molecule of C6H12N2O at a distorted geometry, with ωB97M-V/def2-TZVPD.

Output
Largest force on an atom = 0.0931 Eh/bohr
LUMO = 0.88 eV
HOMO-LUMO gap = 9.68 eV
Relative energy (zero: lowest compared OMol25 entry of this formula, charge and spin) = 255.1 kJ/mol
Electronic energy = -420.486728 Eh
SMILES string = CCCN1C[C@H](N)C1=O

Atoms and positions in Å:
H 2.99 0.54 1.56
H -1.19 0.10 1.50
N -2.07 -1.98 0.73
C -0.82 -0.85 -1.10
C 2.43 0.14 0.61
H 2.37 2.48 0.15
C 1.70 1.43 0.16
H -2.98 -0.72 -0.58
H -1.28 -2.17 1.35
C -2.05 -0.89 -0.18
H 3.02 -0.39 -0.22
C -1.49 0.28 0.48
N -0.38 0.28 -0.58
H 0.25 2.14 -1.51
C 0.67 1.17 -0.95
H 0.89 1.61 0.99
H 1.59 -0.61 0.84
H -2.14 1.16 0.44
O -0.48 -1.47 -2.05
H -2.24 -2.92 0.19
H 1.23 0.68 -1.82

---

No. 2
Computed, not measured: an isolated molecule of C9H11NO2 at a distorted geometry, with ωB97M-V/def2-TZVPD.

Output
Largest force on an atom = 0.0659 Eh/bohr
LUMO = 0.75 eV
HOMO-LUMO gap = 9.61 eV
Relative energy (zero: lowest compared OMol25 entry of this formula, charge and spin) = 138.9 kJ/mol
Electronic energy = -554.758418 Eh
SMILES string = N[C@@H](Cc1ccccc1)C(=O)O

Atoms and positions in Å:
H -2.71 -0.16 1.25
H 1.91 -0.72 -2.53
C -1.94 -0.25 0.50
C -0.64 -0.77 1.30
N -2.30 -1.27 -0.59
H -0.95 -1.83 1.19
H -2.86 -2.11 -0.26
C 2.68 0.78 0.32
C 2.75 0.41 -0.98
C 0.68 -0.46 0.69
H 3.52 1.48 0.63
H 3.44 1.05 -1.58
C 1.66 0.42 1.20
H -0.85 2.71 -0.35
C 0.82 -1.04 -0.61
O -0.86 1.95 0.32
C 1.80 -0.51 -1.45
H -0.75 -0.44 2.30
C -1.78 1.10 -0.24
H 0.10 -1.76 -0.98
H 1.78 0.74 2.21
O -2.55 1.49 -1.09
H -2.96 -0.80 -1.26

---

No. 3
Computed, not measured: a 10-piece molecular cluster, C21H41N3O30S5 overall at a distorted geometry, with ωB97M-V/def2-TZVPD.

Output
Largest force on an atom = 0.0883 Eh/bohr
LUMO = -0.50 eV
HOMO-LUMO gap = 9.84 eV
Relative energy (zero: lowest compared OMol25 entry of this formula, charge and spin) = 0.0 kJ/mol
Electronic energy = -5236.685506 Eh
SMILES string = C[N+](=O)[O-].C[N+](=O)[O-].C[N+](=O)[O-].O=S1(=O)OCCO1.O=S1(=O)OCCO1.O=S1(=O)OCCO1.O=S1(=O)OCCO1.O=S1(=O)OCCO1.O=C1CCCO1.O=C1CCCO1

Atoms and positions in Å:
H -2.43 3.18 1.61
H 2.69 0.06 -2.89
C 3.20 2.01 0.26
H 2.02 -4.70 -3.13
O 0.38 -0.13 -4.55
H 3.36 0.93 0.32
H -3.18 -3.82 -3.01
H -2.12 -5.29 -3.00
H 2.42 -6.05 -1.10
H -4.21 -2.08 5.47
O 2.67 -4.66 1.20
O 3.28 -0.56 4.64
H 1.85 -1.43 1.73
C 1.37 0.84 -4.32
O -3.14 -0.37 5.36
C 2.66 -2.91 -1.81
H 3.65 -2.99 -2.24
H -1.32 -0.36 0.66
C 2.38 -1.52 2.68
H 2.14 -1.98 -2.06
S 4.64 -0.81 3.67
C -0.81 4.54 2.14
O -3.89 1.26 3.45
H 2.91 2.30 -0.75
C -5.23 0.07 -1.09
O -1.45 -3.74 -1.98
H -0.81 3.16 -2.91
N -4.48 1.12 -0.37
H -2.97 -3.05 3.66
O -0.48 -2.84 0.25
N -0.04 0.64 -0.54
H -0.84 4.81 3.20
O 0.00 1.70 -1.21
H -3.00 4.92 1.60
O 5.25 0.46 3.43
H -2.76 -5.93 -0.89
O 1.22 -1.24 -6.65
S 1.04 -1.46 -5.22
C 2.46 -4.28 0.06
O -1.93 4.39 0.15
C 4.05 3.52 1.90
C -0.81 0.60 0.72
H -2.18 2.16 -3.35
H -0.21 3.63 2.03
O -2.99 4.42 -4.89
O -4.50 1.17 0.84
H 4.03 4.57 1.60
H -4.57 -0.65 -1.56
C -1.84 3.20 -3.27
C 1.82 -4.16 -2.20
O -2.39 -1.69 -0.88
H -0.07 0.69 1.51
C 2.68 3.06 2.22
H 0.78 -3.93 -2.44
H -4.27 -5.11 -1.21
S -0.99 5.67 -0.17
C 2.07 -0.54 3.78
H 1.52 1.38 -5.25
O 5.50 -1.87 4.26
O -0.82 4.32 -5.09
C -3.18 -1.76 5.29
H -5.72 -0.43 -0.25
H 4.69 3.34 2.77
C -2.54 -2.09 3.97
C -3.20 -4.96 -1.11
O 0.68 -0.28 -0.83
O 2.03 3.29 3.20
H 5.22 1.94 1.06
S -1.71 -2.93 -0.55
C 2.61 0.01 -3.98
O 2.47 -1.34 -4.47
O 2.22 2.33 1.18
O 2.79 -3.06 -0.44
H -1.51 1.44 0.76
H 2.01 0.50 3.45
H 1.10 -0.64 4.25
O -3.73 1.85 -1.07
O -1.38 0.77 3.91
H 0.82 -5.44 -0.83
C 4.44 2.63 0.73
H 5.00 3.19 -0.03
H -5.82 0.47 -1.91
O 0.34 -2.63 -4.77
C -2.54 -4.48 -2.41
H 1.12 1.48 -3.47
C -2.16 4.23 1.50
H -1.45 -2.15 3.93
O -0.11 5.49 -1.34
H -2.55 -2.13 6.10
O -2.77 -4.09 -0.06
H 2.32 -2.56 2.97
H 3.61 0.29 -4.33
O -0.13 5.41 1.25
O -2.96 -1.10 3.06
H -2.45 3.83 -2.62
O 3.70 -1.24 2.32
N -1.86 4.01 -4.52
O -1.80 6.89 0.02
S -2.81 0.39 3.91
C 1.85 -5.13 -1.01

---

No. 4
Computed, not measured: C35H46O4Si2 as an isolated structure at a distorted geometry, with ωB97M-V/def2-TZVPD.

Output
Largest force on an atom = 0.0562 Eh/bohr
LUMO = 0.59 eV
HOMO-LUMO gap = 9.19 eV
Electronic energy = -2241.153084 Eh

Atoms and positions in Å:
C -3.99 -4.30 6.75
C -4.99 -3.89 5.89
C 2.80 -0.18 0.20
C -2.91 5.07 0.88
H 1.94 1.18 -1.38
C 6.86 -3.01 -2.44
H -1.30 -3.78 4.76
C 9.23 -3.40 -2.31
C 8.32 -2.16 -4.15
C -2.91 -1.63 0.71
H -6.03 -3.91 6.20
H 5.98 -1.13 2.36
C -4.18 0.63 0.83
Si 1.86 -1.59 -0.62
H -4.99 -1.36 0.50
H 10.41 -2.58 -3.90
H -4.24 -4.65 7.75
C -4.35 5.91 -3.97
H 5.87 -3.59 1.27
Si 3.39 -3.53 0.90
H -7.31 5.99 -6.44
C 3.15 2.34 0.05
C 7.04 -2.31 -3.62
H 4.23 -2.70 4.16
C -3.34 -3.41 4.20
H -3.66 3.47 -2.01
C -5.23 6.43 -6.15
C -1.02 -1.77 -0.67
O -2.04 -0.95 -0.06
H -3.19 6.76 -5.57
H 3.82 2.13 0.87
O -2.68 -2.74 1.13
C -6.48 5.96 -5.75
H 0.09 -1.26 1.10
C -6.66 5.47 -4.47
C 9.41 -2.70 -3.49
H -5.74 5.07 -2.57
C 4.40 -1.85 3.50
C -1.71 4.43 1.18
C -4.67 -3.45 4.61
H -5.45 -3.13 3.93
H 2.60 -0.10 1.27
C 2.33 1.16 -0.37
C 5.10 -2.81 1.22
H -4.54 5.22 -0.50
H -5.06 0.94 0.26
H 5.33 -2.19 0.35
C 7.96 -3.56 -1.78
H 1.58 -1.26 -2.03
H 0.21 -2.93 0.63
C -2.66 -4.26 6.35
C -3.12 3.74 -1.12
H -7.63 5.11 -4.16
H -0.76 -1.25 -1.59
H -3.52 5.90 -3.28
C 0.22 -1.91 0.24
H 2.95 3.35 -0.25
H 10.08 -3.83 -1.80
H -1.16 4.70 2.07
H -5.09 6.81 -7.15
H -3.30 0.98 0.29
H -1.53 2.34 -1.48
C -1.21 3.45 0.33
H 5.87 -3.13 -2.03
H 3.55 -4.99 0.75
C -3.61 4.72 -0.27
C -2.34 -3.81 5.07
C 5.19 -1.88 2.41
O 2.78 -2.97 -0.54
H -3.09 -3.07 3.20
H -4.22 1.16 1.78
H 3.93 -0.92 3.80
O 1.77 2.02 0.56
H 2.42 -3.21 1.97
H -3.30 5.83 1.55
H 3.87 -0.24 0.02
H 7.81 -4.11 -0.86
H 8.46 -1.61 -5.07
H -4.38 -1.09 2.10
H 6.19 -1.88 -4.14
H -1.88 -4.58 7.03
C -4.17 6.40 -5.26
H -1.42 -2.74 -0.95
H -0.27 2.96 0.55
C -5.59 5.45 -3.58
C -4.18 -0.89 1.05
C -1.92 3.11 -0.82